No. 1
DFT (ωB97M-V with the def2-TZVPD basis set) results for C25H25N3O9PdS as an isolated structure.

```
64
Properties=species:S:1:pos:R:3:forces:R:3
Pd 1.5325 -0.4200 0.3605 -0.05 -0.15 -0.32
O -2.1208 0.8442 0.2010 -0.04 0.00 0.13
C -1.4754 0.1703 1.0360 -0.01 -0.14 0.01
O -0.5934 0.5724 1.8281 0.00 0.08 0.06
C -1.8589 -1.3113 1.1607 0.10 -0.14 0.04
C -3.1851 -1.6191 1.1288 -0.02 0.04 0.01
C -3.6545 -2.9287 1.3724 0.00 0.00 0.00
C -2.7647 -3.9396 1.6725 -0.05 -0.09 0.02
C -1.4177 -3.6623 1.7091 0.06 0.10 -0.04
C -0.8572 -2.3656 1.3530 0.12 0.11 -0.17
O 0.3646 -2.2160 1.1490 -0.32 -0.01 0.20
N -0.5510 -4.7647 2.0785 -0.07 0.09 0.01
O -0.9313 -5.9081 1.8376 0.01 -0.06 -0.02
O 0.4977 -4.5279 2.6516 0.07 0.03 0.01
N -5.0557 -3.2168 1.3518 0.05 0.03 -0.03
O -5.4348 -4.3618 1.5980 -0.01 -0.02 0.01
O -5.8393 -2.3111 1.0845 -0.01 0.00 0.01
H -3.8888 -0.8258 0.9201 -0.02 0.00 -0.01
H -3.1158 -4.9375 1.8863 0.00 0.02 -0.01
O 2.4654 1.3002 -2.3645 -0.09 0.03 0.10
S 1.4546 1.0283 -1.2900 -0.07 0.16 -0.17
C 1.3487 2.5535 -0.2686 -0.05 -0.01 0.00
C 1.0843 3.8127 -1.0266 -0.03 -0.03 0.00
C 2.0543 4.3651 -1.8627 0.01 0.00 0.01
C 1.7839 5.5136 -2.5936 0.00 0.00 0.01
C 0.5415 6.1287 -2.5014 0.02 -0.01 0.00
C -0.4325 5.5815 -1.6767 0.01 -0.01 0.01
C -0.1632 4.4308 -0.9491 -0.01 0.00 0.01
C -0.1625 1.2569 -2.1194 0.11 -0.08 -0.10
C -0.4639 0.0870 -3.0064 0.10 0.09 0.06
C 0.1541 -0.0514 -4.2484 -0.01 -0.01 0.01
C -0.1119 -1.1544 -5.0468 -0.02 0.00 0.02
C -0.9967 -2.1340 -4.6104 0.02 0.03 0.01
C -1.6093 -2.0031 -3.3715 0.00 0.01 0.01
C -1.3444 -0.8992 -2.5710 -0.06 -0.07 0.02
H 2.3130 2.5604 0.2406 0.03 0.02 -0.02
H 0.5695 2.3256 0.4651 0.01 0.01 0.00
H 3.0091 3.8625 -1.9502 0.00 0.02 -0.01
H 2.5447 5.9275 -3.2453 0.01 0.00 0.00
H 0.3322 7.0249 -3.0740 0.00 0.00 0.00
H -1.4084 6.0468 -1.6049 0.00 0.00 0.00
H -0.9271 3.9857 -0.3206 0.00 -0.01 -0.01
H -0.0841 2.1856 -2.6874 0.03 -0.01 -0.05
H -0.9065 1.3377 -1.3231 0.02 0.05 0.00
H 0.8635 0.7043 -4.5649 -0.01 -0.02 0.00
H 0.3793 -1.2548 -6.0081 0.00 -0.01 0.00
H -1.2017 -2.9995 -5.2300 0.00 0.00 -0.01
H -2.2929 -2.7672 -3.0208 0.00 0.01 0.01
H -1.8247 -0.7816 -1.6042 0.04 -0.01 -0.05
C 1.9769 1.1183 3.5971 -0.03 0.01 0.02
N 2.2169 -0.3070 3.4441 -0.09 -0.01 -0.18
C 1.1607 -1.1332 4.0154 0.14 0.03 0.02
C 2.9117 -0.7014 2.3166 0.39 0.19 0.29
C 3.2179 -2.1807 2.1747 -0.01 0.04 -0.02
O 3.5299 0.1378 1.6318 -0.17 -0.26 0.17
H 1.7778 1.3163 4.6537 0.01 0.02 0.01
H 1.1124 1.4359 3.0076 0.01 0.00 0.00
H 2.8594 1.6703 3.2831 0.00 -0.01 0.00
H 1.1089 -0.9283 5.0898 0.00 -0.03 -0.01
H 1.3660 -2.1901 3.8690 -0.02 0.02 -0.02
H 0.2017 -0.8859 3.5559 -0.03 -0.01 -0.03
H 3.7955 -2.5031 3.0470 0.01 -0.01 -0.01
H 3.8198 -2.2987 1.2770 0.00 -0.01 0.00
H 2.3258 -2.7951 2.0928 -0.04 -0.02 -0.01
```
Positions in Å, forces in eV/Å.

## Properties
**Calculated total energy**: -2335.08025 hartree
**Net charge**: -2
**HOMO energy**: -1.410 eV
**ΔE to the lowest compared entry with this formula, charge and spin**: 0.000 eV
**Kohn-Sham gap**: 5.94 eV



No. 2
DFT (ωB97M-V with the def2-TZVPD basis set) results for C25H25N3O9PdS as an isolated structure.

```
64
Properties=species:S:1:pos:R:3:forces:R:3
Pd 0.7626 0.5737 1.0952 -0.09 -0.28 -0.17
O 0.7871 4.3635 -1.0607 0.00 0.11 -0.01
C 0.7041 3.3175 -0.4026 0.00 0.01 0.00
O 1.1267 2.1707 -0.7354 0.05 -0.06 -0.03
C -0.0666 3.3534 0.9182 -0.10 -0.06 0.04
C -1.2404 4.0252 0.9761 0.18 -0.08 -0.09
C -2.0803 3.9412 2.1199 -0.18 0.09 0.11
C -1.7324 3.1466 3.1927 0.04 0.01 -0.06
C -0.5345 2.4621 3.1739 -0.05 -0.21 0.33
C 0.4322 2.5921 2.0830 0.11 0.33 0.00
O 1.6646 2.3581 2.2272 0.10 0.05 0.01
N -0.2436 1.6448 4.3236 0.14 0.18 -0.26
O 0.6847 0.8465 4.2735 -0.07 -0.02 0.04
O -0.9395 1.7717 5.3338 -0.08 -0.03 0.14
N -3.3152 4.6468 2.1560 0.00 -0.19 -0.14
O -3.6382 5.3242 1.1777 0.02 0.05 0.08
O -4.0409 4.5517 3.1498 -0.01 0.07 0.05
H -1.5355 4.6271 0.1293 -0.04 0.00 -0.02
H -2.3841 3.0599 4.0476 0.00 -0.01 -0.03
O -1.8447 -0.1180 0.3915 -0.07 -0.38 -0.25
S -0.7381 -1.0236 -0.0666 -0.01 0.79 0.55
C -1.6653 -2.5428 -0.5453 -0.01 -0.10 -0.03
C -0.8177 -3.6247 -1.1422 0.01 0.02 -0.01
C 0.4608 -3.8839 -0.6475 -0.01 0.00 -0.04
C 1.2419 -4.8832 -1.2066 0.01 0.00 0.01
C 0.7605 -5.6482 -2.2598 0.01 -0.01 0.00
C -0.5081 -5.3954 -2.7612 -0.02 -0.02 -0.03
C -1.2848 -4.3877 -2.2095 -0.02 0.04 0.00
C -0.2106 -0.4944 -1.7344 0.05 -0.02 -0.12
C -1.3515 -0.0446 -2.5821 0.04 -0.04 0.01
C -1.9762 1.1647 -2.2823 -0.04 0.04 0.00
C -3.0598 1.5911 -3.0332 0.00 0.03 0.02
C -3.5282 0.8260 -4.0941 -0.02 0.02 0.01
C -2.9003 -0.3705 -4.4085 0.00 -0.01 -0.03
C -1.8178 -0.8004 -3.6530 -0.01 -0.03 0.04
H -2.4889 -2.2403 -1.1929 -0.03 0.01 -0.06
H -2.0802 -2.8548 0.4148 -0.05 0.02 0.01
H 0.8662 -3.2649 0.1422 0.05 0.03 0.04
H 2.2396 -5.0500 -0.8214 0.02 -0.01 0.00
H 1.3746 -6.4273 -2.6937 0.01 -0.02 -0.02
H -0.8942 -5.9763 -3.5905 0.01 -0.01 -0.01
H -2.2695 -4.1791 -2.6107 -0.02 0.00 -0.02
H 0.3560 -1.3238 -2.1598 -0.01 -0.04 -0.02
H 0.4722 0.3355 -1.5291 -0.02 -0.01 0.03
H -1.5994 1.7626 -1.4623 0.01 -0.01 0.00
H -3.5341 2.5316 -2.7836 -0.03 0.01 -0.02
H -4.3764 1.1667 -4.6761 0.00 0.00 -0.02
H -3.2462 -0.9669 -5.2450 -0.01 -0.01 -0.01
H -1.3154 -1.7283 -3.8993 0.00 -0.08 -0.01
C 4.0093 1.0400 0.3080 -0.03 0.09 -0.08
N 3.7831 0.1273 1.4190 -0.05 -0.05 -0.07
C 4.1516 0.6400 2.7260 0.08 -0.01 0.09
C 2.8028 -0.8160 1.2820 0.13 -0.11 0.11
C 2.3750 -1.5581 2.5336 -0.05 -0.12 0.07
O 2.4464 -1.2328 0.1716 0.02 -0.09 -0.12
H 5.0469 0.9819 -0.0389 0.01 0.00 0.02
H 3.7765 2.0576 0.6254 -0.02 0.00 -0.01
H 3.3321 0.8041 -0.5087 0.05 -0.03 0.04
H 5.0537 1.2420 2.6045 -0.02 0.03 -0.01
H 4.3976 -0.1725 3.4120 -0.03 0.00 -0.03
H 3.3588 1.2605 3.1495 -0.02 0.02 0.00
H 3.1050 -2.3561 2.7176 -0.01 0.01 0.07
H 1.4022 -2.0099 2.3440 0.07 -0.01 -0.07
H 2.2839 -0.9339 3.4176 0.01 0.06 -0.03
```
Positions in Å, forces in eV/Å.

## Properties
**Calculated total energy**: -2335.02806 hartree
**Net charge**: -2
**HOMO energy**: -1.119 eV
**ΔE to the lowest compared entry with this formula, charge and spin**: 1.420 eV
**Kohn-Sham gap**: 5.27 eV



No. 3
DFT (ωB97M-V with the def2-TZVPD basis set) results for C25H25NSiTi as an isolated structure.

```
53
Properties=species:S:1:pos:R:3:forces:R:3
C 1.6861 -1.2405 0.2063 1.64 -1.53 1.33
C 1.7826 -2.1451 -0.9258 1.88 0.18 0.46
C 1.0008 -3.3446 -0.6143 1.20 -1.80 -0.19
C 0.4094 -3.1428 0.7107 1.19 -0.98 1.62
C 0.8760 -1.8645 1.2237 1.62 -0.05 0.84
Ti -0.1050 -1.7601 -0.5630 -6.95 5.77 -3.67
N -0.8689 1.2273 0.5889 -2.54 -1.07 5.76
C -0.6003 2.2554 -0.3651 1.24 -2.02 -1.75
C -0.1716 1.1495 -1.3446 0.96 0.09 -3.39
H 0.9116 -4.2179 -1.2368 0.23 -0.23 0.06
H 2.3535 -1.9473 -1.8154 0.10 -0.11 -0.14
H -0.2240 -3.8258 1.2504 0.05 -0.15 0.10
H 0.7497 -1.4832 2.2289 -0.23 -0.03 -0.11
H 2.1561 -0.2706 0.2903 -0.26 -0.02 -0.15
H 0.9206 1.1617 -1.5082 -0.38 0.05 -0.50
H 0.2638 2.8424 -0.0320 -0.27 0.07 0.00
H -0.1688 1.1728 1.3289 -0.35 -0.17 -0.16
H -0.7990 1.0698 -2.2488 0.55 0.53 -0.36
H -1.3906 2.9543 -0.6976 -0.07 -0.58 0.45
C -3.3991 -3.1440 3.7979 0.29 0.37 -0.14
C -2.9596 -3.3637 2.4876 -0.30 0.20 0.00
C -2.7084 -2.2739 1.6426 0.15 -0.24 -0.06
C -2.7317 -0.9488 2.1144 -0.12 0.11 0.28
C -3.1331 -0.7531 3.4459 0.03 -0.39 0.31
C -3.4731 -1.8313 4.2797 0.00 -0.05 -0.25
Si -2.4691 0.5332 0.9484 1.90 0.81 -0.17
C -3.4302 -0.0202 -0.5579 -0.09 0.10 0.16
C -2.9200 -0.6238 -1.7112 -0.34 -0.05 -0.35
C -3.7716 -0.8826 -2.7924 -0.05 -0.13 0.06
C -5.1444 -0.6381 -2.6899 0.13 0.09 0.26
C -5.6774 -0.1517 -1.4885 0.37 -0.02 0.03
C -4.8174 0.1731 -0.4330 -0.24 -0.27 -0.64
C -3.1263 2.1497 1.6041 -0.26 -0.12 -0.21
C -3.7420 3.0498 0.7179 -0.16 0.40 0.61
C -4.0552 4.3440 1.1519 0.07 -0.07 0.31
C -3.7747 4.7282 2.4702 0.07 -0.06 -0.26
C -3.0327 3.8741 3.3038 0.06 -0.41 -0.13
C -2.6524 2.6022 2.8490 -0.82 0.90 0.16
H -3.6853 -3.9861 4.4332 0.20 0.27 -0.16
H -2.8499 -4.3902 2.1214 -0.14 0.45 0.01
H -2.5171 -2.4894 0.5798 0.08 0.14 0.50
H -3.2082 0.2591 3.8434 0.02 -0.29 -0.07
H -3.7956 -1.6538 5.3102 0.07 0.01 -0.38
H -1.8372 -0.8382 -1.8114 -0.76 0.58 -0.09
H -3.3544 -1.2723 -3.7236 -0.15 0.05 0.28
H -5.8011 -0.8241 -3.5421 0.19 -0.01 0.24
H -6.7521 -0.0151 -1.3734 0.21 0.02 -0.09
H -5.2386 0.5867 0.4914 0.21 -0.13 -0.35
H -3.9652 2.7608 -0.3143 -0.04 0.00 0.45
H -4.5290 5.0421 0.4575 0.08 -0.15 0.28
H -4.1145 5.7027 2.8341 0.25 -0.30 -0.12
H -2.7453 4.1858 4.3142 -0.11 0.00 -0.41
H -1.9891 1.9794 3.4640 -0.40 0.24 -0.27
```
Positions in Å, forces in eV/Å.

## Properties
**⟨S²⟩**: 1.122
**Calculated total energy**: -2161.10389 hartree
**Net charge**: -1
**HOMO energy (spin up / spin down)**: -1.333 / -1.526 eV
**Multiplicity**: 2
**Kohn-Sham gap (spin up / spin down)**: 3.98 / 4.24 eV